No. 1
ORCA calculation (ωB97M-V/def2-TZVPD) on a molecular structure, C40H34N6O6S4Ta at a distorted geometry.

Last column: Mulliken charge in e.
CARTESIAN COORDINATES (ANGSTROEM)
Ta  -0.414  0.001  -0.031  1.858
S  6.833  -0.437  -1.384  -0.143
C  7.183  -0.094  -3.010  -0.404
C  6.081  0.309  -3.714  -0.764
C  4.920  0.324  -2.934  -0.464
C  5.146  -0.057  -1.624  0.393
C  4.216  -0.104  -0.533  0.676
C  2.824  -0.106  -0.768  -0.548
N  1.922  -0.075  0.193  0.046
C  2.326  -0.069  1.484  -0.189
C  3.702  -0.116  1.832  0.520
C  4.062  -0.123  3.216  -1.309
C  3.119  -0.073  4.185  -1.146
C  1.724  -0.014  3.869  0.699
C  0.724  0.035  4.840  -0.854
C  -0.623  0.097  4.459  0.675
C  -0.888  0.110  3.077  -0.156
N  0.037  0.056  2.134  0.602
C  1.340  -0.008  2.503  -0.125
C  -1.710  0.134  5.391  0.489
C  -1.675  0.109  6.772  -0.515
C  -2.948  0.149  7.356  -0.706
C  -3.953  0.210  6.435  -0.385
S  -3.369  0.212  4.833  -0.045
C  4.637  -0.130  0.801  -0.866
H  8.187  -0.201  -3.368  0.490
H  6.118  0.592  -4.750  0.469
H  3.960  0.642  -3.298  0.567
H  2.444  -0.125  -1.780  0.481
H  5.109  -0.171  3.468  0.533
H  3.404  -0.073  5.225  0.526
H  1.002  0.028  5.881  0.519
H  -1.911  0.161  2.732  -0.118
H  -0.770  0.061  7.349  0.431
H  -3.120  0.134  8.418  0.446
H  -5.010  0.254  6.612  0.459
H  5.693  -0.141  1.026  0.551
C  -0.377  5.490  1.227  -1.047
N  0.003  4.369  0.386  0.023
C  0.440  4.566  -0.869  -0.020
C  0.693  3.545  -1.743  -1.443
C  0.438  2.235  -1.280  0.761
O  0.421  1.137  -1.922  -0.159
N  0.113  2.054  0.020  0.469
C  -0.168  3.084  0.885  0.590
O  -0.573  2.829  1.997  -0.571
H  0.428  6.223  1.281  0.375
H  -0.603  5.113  2.223  0.318
H  -1.269  5.971  0.825  0.369
H  0.553  5.598  -1.174  0.551
H  1.027  3.732  -2.748  0.588
S  -2.579  1.326  -0.330  -0.524
C  -4.084  0.446  -0.372  0.518
N  -4.559  0.017  -1.560  0.220
C  -5.808  -0.452  -1.719  -0.335
C  -6.661  -0.533  -0.642  -0.631
C  -6.195  -0.144  0.618  -0.464
C  -4.909  0.344  0.752  -0.508
H  -3.943  0.054  -2.376  0.244
H  -6.104  -0.743  -2.717  0.489
H  -7.673  -0.883  -0.772  0.484
H  -6.847  -0.194  1.477  0.478
H  -4.537  0.681  1.707  0.497
C  3.996  -3.091  -4.505  -1.575
C  2.552  -2.887  -4.210  0.802
C  1.932  -1.665  -4.468  -0.673
C  0.620  -1.436  -4.093  -0.672
C  -0.078  -2.452  -3.463  0.127
C  0.493  -3.694  -3.234  -0.554
C  1.803  -3.907  -3.622  -0.810
S  -1.613  -2.016  -2.716  0.970
O  -2.597  -1.344  -3.510  -0.766
O  -1.221  -1.131  -1.578  -0.370
N  -2.219  -3.432  -2.086  -0.281
C  -2.851  -3.620  -0.783  -0.711
C  -1.807  -3.739  0.337  -0.728
C  -1.183  -2.390  0.540  0.448
O  0.038  -2.191  0.356  -0.528
O  -1.916  -1.405  0.820  -0.586
H  4.446  -2.189  -4.908  0.315
H  4.130  -3.900  -5.221  0.462
H  4.521  -3.376  -3.594  0.365
H  2.491  -0.882  -4.956  0.512
H  0.138  -0.485  -4.262  0.483
H  -0.069  -4.474  -2.748  0.494
H  2.260  -4.869  -3.450  0.490
H  -2.682  -3.946  -2.823  0.369
H  -3.423  -4.547  -0.832  0.530
H  -3.533  -2.793  -0.550  0.136
H  -1.035  -4.465  0.084  0.366
H  -2.312  -4.033  1.259  0.416

**HOMO level**: -14.43 eV
**Net charge**: +3



No. 2
ORCA calculation (ωB97M-V/def2-TZVPD) on a molecular structure, C15H12F6N4O5RuS4.

Last column: Löwdin spin population.
CARTESIAN COORDINATES (ANGSTROEM)
Ru  0.277  0.325  0.385  2.375
C  -1.756  -0.387  -4.823  -0.005
C  -2.299  -1.470  -4.135  0.002
C  -1.957  -1.702  -2.818  -0.005
C  -1.062  -0.828  -2.196  0.003
C  -0.517  0.264  -2.872  0.003
C  -0.870  0.476  -4.194  0.001
N  -0.699  -1.036  -0.832  -0.022
N  -1.005  -2.131  -0.319  0.034
C  -0.685  -2.269  1.036  0.009
C  -0.897  -3.476  1.664  0.011
C  -0.534  -3.580  3.006  0.023
C  0.020  -2.488  3.650  0.004
C  0.203  -1.305  2.949  0.031
N  -0.162  -1.195  1.670  0.047
H  -2.031  -0.218  -5.855  0.000
H  -2.995  -2.133  -4.629  0.000
H  -2.383  -2.534  -2.278  0.000
H  0.203  0.923  -2.409  0.001
H  -0.446  1.310  -4.735  0.000
H  -1.319  -4.303  1.112  0.000
H  -0.678  -4.515  3.531  0.001
H  0.326  -2.541  4.685  0.000
H  0.657  -0.430  3.395  0.001
F  2.637  4.431  1.100  0.000
C  2.605  3.354  0.355  0.001
F  3.511  3.406  -0.595  0.000
F  1.392  3.233  -0.192  0.005
S  2.937  1.857  1.456  0.004
O  1.559  1.273  1.688  0.056
O  3.573  2.312  2.627  0.001
N  3.798  0.859  0.598  0.004
S  3.013  -0.167  -0.274  0.015
O  1.927  0.505  -1.064  0.085
O  2.446  -1.290  0.437  0.043
C  4.299  -0.818  -1.453  0.001
F  4.717  0.166  -2.217  0.000
F  5.276  -1.322  -0.741  0.001
F  3.704  -1.750  -2.171  0.001
C  -4.363  2.648  2.472  0.017
O  -3.622  2.341  1.239  0.008
C  -2.375  2.097  1.256  0.070
S  -1.275  2.084  2.525  0.692
S  -1.535  1.875  -0.230  0.467
H  -5.257  2.035  2.425  0.001
H  -4.599  3.707  2.429  0.000
H  -3.757  2.407  3.342  0.015

**Spin multiplicity**: 5
**HOMO level (alpha / beta)**: -15.25 / -15.24 eV
**Net charge**: +2



M values, unit g/mol, following the record order: 1003.96, 671.61.